Record 1
# C24H33N6O5P

A cluster of 8 separate species, C24H33N6O5P in total in a non-equilibrium geometry (the ωB97M-V functional and the def2-TZVPD basis, OMol25).

Results
ΔE to the lowest compared entry with this formula, charge and spin (kJ/mol): 89.3
Max |F| (Eh/bohr): 0.21439
HOMO energy (eV): -2.67
Total charge: -2
Kohn-Sham gap (eV): 7.574

Cartesian coordinates (Å):
C 4.257 -0.741 -3.146
O 1.447 -2.447 -0.975
C -3.515 -1.069 -0.064
C -1.623 -2.314 -2.440
H 1.865 2.544 1.299
C -2.260 -3.163 3.967
N 0.083 0.693 2.672
C -2.635 -4.077 2.711
C -4.271 0.903 0.796
O 1.585 -0.121 -0.850
H 0.513 -0.265 -3.666
H -0.792 3.525 3.976
C -1.974 -3.618 1.638
H 0.518 -2.179 -1.915
H -0.673 -0.157 0.134
O 2.864 -1.376 0.810
H 0.120 0.294 -0.962
C -1.451 -0.860 -4.116
N -2.940 -0.783 1.146
H -3.354 -1.793 -0.614
H 1.580 5.285 0.661
H -4.649 1.966 0.996
H -0.513 -1.957 1.669
C 4.417 1.452 -2.166
H -1.825 -0.194 -4.770
C 0.347 1.570 4.664
H -1.895 -2.980 -1.632
H -0.791 2.198 1.641
C 1.607 4.443 0.090
N 3.649 0.266 -2.240
H -1.305 -0.233 -1.185
C 1.737 3.178 0.384
C -0.241 -0.850 -3.447
H -1.764 -4.009 0.530
C 5.416 1.376 -2.979
H 1.293 5.319 -1.906
C -2.402 -1.763 -3.397
H -0.759 -1.426 3.635
N 1.697 2.409 -0.776
C -1.360 -2.289 3.476
C 5.339 -0.075 -3.752
N -0.313 -1.821 -2.481
O -0.862 0.394 -0.708
C -4.324 -0.049 -0.425
H 0.258 -0.129 1.953
H 6.092 -0.373 -4.461
C -0.463 1.863 2.617
H 0.712 1.680 5.640
H -4.743 0.103 -1.357
P 1.640 -1.346 -0.008
O 0.340 -1.056 0.823
H 6.069 2.113 -3.037
C 0.602 0.450 3.922
H 2.626 0.183 -1.696
H -3.099 0.831 2.693
N -1.212 -2.588 2.232
C 1.546 3.217 -1.824
C 1.539 4.552 -1.438
C -0.451 2.496 3.874
H -3.365 -4.997 2.802
H -2.382 -1.246 1.737
H 4.138 2.014 -1.304
H 3.664 -1.687 -3.156
H -2.639 -3.370 4.844
H 1.518 1.295 -0.692
H 1.101 -0.562 4.240
C -3.432 0.416 1.772
H 1.522 2.899 -2.903
H -3.424 -1.959 -3.562


Record 2
# C24H34AlB4Br3Ca2ClF6N2O16P

A structure of composition C24H34AlB4Br3Ca2ClF6N2O16P in a non-equilibrium geometry (the ωB97M-V functional and the def2-TZVPD basis, OMol25).

Results
Max |F| (Eh/bohr): 0.10291
HOMO energy (eV): -6.74
Kohn-Sham gap (eV): 2.468

Cartesian coordinates (Å):
H 2.331 -2.112 -4.265
C -1.733 -7.424 7.500
B -5.099 5.842 -1.538
C 1.030 -4.196 0.541
C -1.812 -8.114 6.161
C -0.207 2.195 -8.505
C -0.292 6.283 -2.535
O 4.180 -5.992 0.589
O -0.676 -7.285 8.079
H 5.061 3.759 -1.745
B 2.413 1.535 -1.035
H 0.614 -3.878 -0.405
O 1.644 -2.695 2.272
H -2.826 -6.443 9.045
F -5.911 6.899 -1.173
Al 1.857 3.761 -4.351
C 0.251 2.930 -1.756
H 5.680 2.234 1.271
C -3.025 -6.914 8.085
O 1.377 1.099 -0.102
H -2.457 -8.991 6.229
Br 0.819 1.297 -9.845
Br 0.867 2.595 -6.932
O 0.689 6.981 -2.339
H -3.719 -7.742 8.235
F -1.118 -2.589 5.131
H -0.817 -8.432 5.857
H -3.476 -6.178 7.419
C -2.103 2.801 -2.221
H 1.840 4.573 -0.238
C -0.793 2.512 -2.567
C -0.080 3.690 -0.618
N 4.115 -5.472 -0.542
C -4.453 -2.540 5.124
H -1.910 -1.266 1.313
O -5.462 -1.931 4.996
H 1.310 3.379 0.933
H -2.910 2.440 -2.814
H -0.192 7.012 -4.903
C -0.187 -0.682 -0.033
O 3.199 -5.804 -1.332
B -2.379 -3.391 4.800
C 0.900 -0.063 -0.797
H 0.447 0.153 -1.772
H -0.606 1.919 -3.461
O 4.949 2.810 -1.666
H 4.301 1.237 1.680
F -5.124 4.823 -0.563
Cl -2.235 0.194 -1.147
C 3.012 -1.283 0.179
O -3.389 -2.490 4.298
H 2.699 -3.798 -2.238
H 1.611 -5.117 0.445
H -1.193 6.352 -1.897
H -1.171 8.121 -3.934
H -0.525 3.144 -8.913
F -5.553 5.280 -2.770
C 2.226 -0.825 -1.052
C 1.883 -3.139 1.158
C -1.057 7.057 -4.208
C -4.107 -3.512 6.265
O 4.937 -4.599 -0.887
O -4.791 -3.807 7.190
C -1.405 3.987 -0.319
H 5.437 0.780 0.342
O -2.042 6.368 -4.419
H -3.466 3.749 -0.828
O 2.919 -2.691 0.454
C 4.907 1.590 0.848
Ca -3.613 2.663 -4.381
H 1.542 1.888 -3.067
Br -1.791 1.212 -8.022
C 1.644 2.510 -2.147
H 2.791 -0.703 1.077
C -1.061 -1.038 0.714
H -1.612 4.556 0.576
C 0.975 4.210 0.312
P 3.934 2.615 -0.321
O 1.947 -3.194 -2.109
O 2.959 0.302 -1.601
H -2.210 -7.429 5.410
H -0.182 5.224 -2.863
C -2.442 3.535 -1.108
H 0.195 -4.373 1.220
H 3.661 -1.393 -3.736
Ca 0.826 -2.564 5.532
F -2.002 -4.335 3.896
H 4.053 -1.104 -0.073
O -2.861 -3.976 6.039
F -3.762 6.271 -1.721
H 0.610 5.020 0.941
B 2.263 -1.878 -2.284
N 2.652 -1.395 -3.616
H 2.277 3.388 -2.440